[1]
Formula: C13H13F4I2NO4
Source: the Open Molecules 2025 dataset
Level of theory: ωB97M-V/def2-TZVPD

The value obtained for the HOMO energy is -6.654 eV. The molecular weight comes out at 577.05 u. The strongest force on any atom comes out at 0.1769 Eh/bohr.

Each line ends with the Löwdin charge.
Element x y z (Å)
C  0.5270  -3.6866  2.7929  -0.188
C  0.1211  -2.0988  2.6743  -0.733
I  -1.3784  -1.7216  4.2675  0.707
C  -0.5969  -1.6924  1.2520  -0.693
I  -2.6036  -0.7522  1.5216  0.799
C  0.3575  -0.9074  0.1829  0.012
C  1.0417  -1.7667  -1.0785  0.066
C  0.8643  -3.3907  -1.3042  -0.236
O  0.9628  -4.3290  -0.3544  0.008
O  0.5345  -3.8977  -2.6776  0.024
C  1.9949  -1.0079  -2.2246  0.071
C  2.1980  0.6030  -2.0290  0.065
N  1.5873  1.3826  -0.8489  0.100
C  0.7214  0.7260  0.2382  0.085
C  0.1685  1.6907  1.4419  -0.190
F  0.0357  1.0441  2.7674  -0.028
F  -1.1211  2.2967  0.9380  -0.037
C  1.1427  3.0203  1.7374  -0.065
F  0.8009  3.6439  3.0405  0.004
F  2.5339  2.4478  1.8536  -0.055
H  -0.3953  -4.3020  2.3762  0.101
H  1.5177  -3.8460  2.1879  0.084
H  0.6731  -3.9130  3.9445  0.074
H  1.0264  -1.3678  2.9238  0.100
H  -0.8782  -2.7373  0.7450  0.092
H  0.4666  -3.1309  -3.3190  0.117
H  2.4841  -1.5708  -3.1322  0.128
H  2.8468  1.1818  -2.8447  0.152
H  1.8127  2.4171  -0.8743  0.156
H  1.1396  3.7830  0.8338  0.187
C  -2.9960  3.6144  -2.0222  -0.062
C  -2.8711  2.4550  -2.9954  -0.794
O  -3.9160  1.7630  -3.1467  -0.090
O  -1.7333  2.3323  -3.5296  -0.118
H  -4.0014  3.6680  -1.5938  0.062
H  -2.2782  3.4926  -1.2055  0.034
H  -2.7896  4.5565  -2.5388  0.063



[2]
Formula: C13H13FN2O3
Source: the Open Molecules 2025 dataset
Level of theory: ωB97M-V/def2-TZVPD

The energy above the lowest of the compared OMol25 structures with the same formula, charge and spin comes out at 1202.3 kJ/mol. The value obtained for the HOMO energy is -9.147 eV. The molecular weight comes out at 264.26 u. Its structure (SMILES) is C[C@H](F)c1ccc2c(c1)C(=O)C=CC2=O.NC(N)=O. The strongest force on any atom comes out at 0.1649 Eh/bohr.

Each line ends with the Löwdin charge.
Element x y z (Å)
C  2.9738  1.2128  1.4910  -0.079
C  2.9312  -0.3858  1.0109  -0.257
F  3.4637  -0.5655  -0.3588  -0.100
C  1.3364  -0.8529  1.1708  -0.089
C  0.9285  -2.2081  2.0296  -0.003
C  -0.6607  -2.6413  2.2277  0.012
C  -1.7710  -1.6411  1.5212  -0.028
C  -1.3638  -0.2868  0.6285  -0.015
C  0.2192  0.1214  0.4471  0.062
C  -2.6238  0.6133  -0.0041  -0.207
O  -2.5804  1.2000  -1.2103  -0.044
C  -3.9706  0.6769  0.9858  0.010
C  -4.3383  -0.5498  1.8010  0.011
C  -3.4094  -1.9358  1.6838  -0.218
O  -3.9545  -3.1553  1.6797  -0.038
H  2.0083  1.4301  2.1421  0.088
H  3.8934  1.3917  2.2082  0.086
H  2.9349  1.9576  0.5876  0.093
H  3.5321  -1.0061  1.8251  0.142
H  1.8370  -2.8229  2.4938  0.100
H  -0.9531  -3.6020  2.8640  0.111
H  0.4769  1.0956  -0.1558  0.118
H  -4.5934  1.6720  1.0402  0.119
H  -5.2796  -0.4812  2.5280  0.125
N  0.1559  1.9138  -4.0972  0.153
C  1.3354  1.6764  -3.4955  -0.728
N  1.9101  0.5080  -3.8336  0.153
O  1.8432  2.4578  -2.7068  0.006
H  -0.2781  1.2825  -4.7493  0.098
H  -0.3102  2.7825  -3.8704  0.113
H  2.7993  0.2905  -3.4031  0.109
H  1.5074  -0.1484  -4.4811  0.098



[3]
Formula: C13H13HgSe
Source: the Open Molecules 2025 dataset
Level of theory: ωB97M-V/def2-TZVPD

The energy above the lowest of the compared OMol25 structures with the same formula, charge and spin comes out at 21.3 kJ/mol. The value obtained for the HOMO energy (alpha / beta) is -8.358 / -8.547 eV. Its multiplicity is 2. The molecular weight comes out at 448.80 u. The strongest force on any atom comes out at 0.0051 Eh/bohr.

Each line ends with the Mulliken spin population.
Element x y z (Å)
Hg  2.0894  -1.9896  -1.5381  0.031
C  1.6508  0.3290  2.6110  -0.004
C  2.5509  0.5133  1.4187  -0.009
C  3.7200  -0.2290  1.2819  0.000
C  4.5630  -0.0420  0.1966  0.001
C  4.2468  0.8895  -0.7820  0.000
C  3.0802  1.6324  -0.6638  -0.008
C  2.2440  1.4437  0.4287  0.017
H  1.9450  0.9866  3.4320  0.000
H  1.6902  -0.6967  2.9789  0.001
H  0.6144  0.5489  2.3562  0.001
H  3.9689  -0.9688  2.0344  0.000
H  5.4500  -0.6545  0.0933  0.000
H  4.8953  1.0233  -1.6380  -0.001
H  2.8157  2.3560  -1.4243  0.000
H  1.3345  2.0276  0.5167  0.006
Se  -0.7626  -0.0493  -0.6615  0.857
C  -2.5981  -0.3661  -0.8170  -0.045
C  -3.3402  -0.8512  0.2691  0.076
C  -4.6981  -1.0882  0.1385  -0.052
C  -5.3313  -0.8504  -1.0764  0.102
C  -4.6082  -0.3676  -2.1604  -0.052
C  -3.2512  -0.1247  -2.0339  0.080
H  -2.8362  -1.0400  1.2078  -0.001
H  -5.2632  -1.4600  0.9831  -0.002
H  -6.3911  -1.0452  -1.1783  0.006
H  -5.1026  -0.1809  -3.1046  -0.002
H  -2.6766  0.2537  -2.8687  -0.003



[4]
Formula: C13H13IrN2S2Se3Te
Source: the Open Molecules 2025 dataset
Level of theory: ωB97M-V/def2-TZVPD

The value obtained for the HOMO energy (alpha / beta) is -6.945 / -6.945 eV. The molecular weight comes out at 818.09 u. The strongest force on any atom comes out at 0.0306 Eh/bohr.

Each line ends with the Löwdin charge.
Element x y z (Å)
Ir  0.5379  -0.1953  1.1545  -0.093
Se  -1.3943  -1.5734  1.0110  0.041
Se  -2.6348  -0.4089  2.6546  -0.102
Te  -0.6898  1.1002  3.0759  0.456
Se  -0.4529  2.1917  0.8654  -0.070
S  1.7255  -1.8210  2.2480  0.468
C  2.9099  -0.7766  3.0261  -0.674
C  3.0741  0.5751  2.7140  -0.167
C  4.0004  1.3573  3.3918  -0.094
C  4.7932  0.8014  4.3816  -0.106
C  4.6579  -0.5512  4.6790  -0.095
C  3.7319  -1.3332  4.0122  -0.132
H  2.4869  1.0321  1.9167  0.045
H  4.1070  2.4043  3.1355  0.104
H  5.5134  1.4109  4.9111  0.097
H  5.2794  -1.0004  5.4441  0.101
H  3.6256  -2.3839  4.2529  0.098
N  -0.2042  -1.7537  -2.8164  0.136
C  -0.0987  -0.7316  -1.9691  -0.832
S  1.3597  -0.5965  -1.0310  0.556
N  -1.0638  0.1655  -1.8736  0.030
C  -2.2467  0.2934  -2.6459  -0.227
C  -2.2673  0.0845  -4.0188  -0.039
C  -3.4542  0.2692  -4.7156  -0.076
C  -4.6053  0.6672  -4.0533  -0.083
C  -4.5697  0.8888  -2.6824  -0.066
C  -3.3951  0.6996  -1.9748  -0.008
H  0.4979  -2.4711  -2.7510  0.105
H  -1.0834  -1.9671  -3.2622  0.110
H  -0.9728  0.7908  -1.0734  -0.028
H  -1.3634  -0.1788  -4.5522  0.114
H  -3.4689  0.1132  -5.7863  0.107
H  -5.5222  0.8226  -4.6058  0.105
H  -5.4601  1.2107  -2.1588  0.109
H  -3.3530  0.8642  -0.9041  0.110



[5]
Formula: C13H13N2
Source: the Open Molecules 2025 dataset
Level of theory: ωB97M-V/def2-TZVPD

The energy above the lowest of the compared OMol25 structures with the same formula, charge and spin comes out at 249.7 kJ/mol. Its charge is +1. The value obtained for the HOMO energy is -12.799 eV. The molecular weight comes out at 197.26 u. The strongest force on any atom comes out at 0.1082 Eh/bohr.

Each line ends with the Löwdin charge.
Element x y z (Å)
C  2.7940  2.5931  -0.1418  0.011
C  1.5399  2.2021  -0.6074  0.023
C  3.6566  1.6081  0.3914  -0.125
C  1.0563  0.9267  -0.2996  -0.063
C  1.8945  0.0831  0.4434  -0.123
C  -0.9063  -3.0445  1.1231  0.107
C  -1.1476  -1.9647  0.2723  0.034
C  1.1623  -1.1356  0.7596  -0.138
C  0.4860  -3.1716  1.6116  -0.186
C  -0.4048  0.3205  -0.4748  -0.421
C  -0.1551  -1.0129  0.1008  -0.012
C  -1.2261  0.9969  0.6169  0.006
C  -1.0351  0.5459  -1.8145  0.013
N  3.2061  0.4493  0.6581  0.139
N  1.4453  -2.1822  1.4017  0.150
H  3.0928  3.5870  -0.1689  0.093
H  0.9555  2.9022  -1.1136  0.105
H  4.6195  1.9412  0.6703  0.110
H  -1.6458  -3.7750  1.3676  0.128
H  -2.1651  -1.7119  -0.1613  0.157
H  0.8393  -3.2599  2.7157  0.204
H  0.8233  -4.0770  1.0228  0.194
H  -0.9501  0.8255  1.6196  0.095
H  -2.3035  0.4940  0.6276  0.145
H  -1.5100  1.9535  0.4456  0.064
H  -1.8911  -0.0837  -1.8858  0.079
H  -0.3663  0.3940  -2.6726  0.116
H  -1.4151  1.5466  -1.7610  0.093



[6]
Formula: C13H13N2
Source: the Open Molecules 2025 dataset
Level of theory: ωB97M-V/def2-TZVPD

The energy above the lowest of the compared OMol25 structures with the same formula, charge and spin comes out at 307.6 kJ/mol. Its charge is +1. The value obtained for the HOMO energy is -11.185 eV. The molecular weight comes out at 197.26 u. Its structure (SMILES) is C=[N+]1C=CC=C1/C(C)=N/c1ccccc1. The strongest force on any atom comes out at 0.0879 Eh/bohr.

Each line ends with the Löwdin charge.
Element x y z (Å)
C  1.6276  2.0953  0.3285  0.332
N  2.4496  1.0471  0.2431  -0.011
C  3.8119  1.0960  0.2447  -0.015
C  4.2770  -0.1537  -0.0461  0.025
C  3.1926  -1.0191  -0.1918  0.061
C  2.0388  -0.3128  0.0149  -0.100
C  0.6609  -0.7007  -0.0654  -0.254
C  0.2688  -2.0763  -0.3179  -0.001
N  -0.2241  0.2556  0.0148  0.089
C  -1.5533  0.0584  0.0143  -0.323
C  -2.2815  -0.5857  1.0492  -0.030
C  -3.6384  -0.4117  1.0557  -0.095
C  -4.2585  0.4281  0.1239  -0.069
C  -3.5676  0.9351  -1.0154  -0.044
C  -2.1815  0.7595  -1.0345  -0.032
H  0.6917  2.0145  -0.1602  0.096
H  1.9491  3.0965  0.4279  0.124
H  4.2964  1.9343  0.6130  0.124
H  5.2761  -0.4895  -0.0012  0.122
H  3.2052  -1.9887  -0.4983  0.108
H  -0.7072  -2.2488  -0.5628  0.053
H  0.6004  -2.6049  0.6225  0.135
H  0.7673  -2.5453  -1.2119  0.124
H  -1.6968  -1.1456  1.9232  0.162
H  -4.2960  -1.0140  1.6785  0.115
H  -5.2469  0.7420  0.3091  0.088
H  -3.9251  1.5656  -1.8890  0.131
H  -1.5365  1.2688  -1.6690  0.085



[7]
Formula: C13H13N2O5STc
Source: the Open Molecules 2025 dataset
Level of theory: ωB97M-V/def2-TZVPD

Its charge is +1. The value obtained for the HOMO energy (alpha / beta) is -13.132 / -13.166 eV. Its multiplicity is 4. The molecular weight comes out at 407.32 u. The strongest force on any atom comes out at 0.0720 Eh/bohr.

Each line ends with the Mulliken spin population.
Element x y z (Å)
Tc  -0.6677  -0.0434  -0.3266  2.849
O  1.2562  -1.7845  2.7800  0.024
C  0.3719  -1.5610  2.0060  0.003
O  0.1628  -0.4154  1.4225  0.089
C  -0.7106  -2.6413  1.7008  0.007
C  -2.0980  -1.9737  1.6423  -0.007
C  -3.1906  -3.0472  1.7238  -0.001
C  -3.1085  -3.6730  0.3199  0.000
C  -1.9793  -2.8501  -0.3119  -0.007
O  -2.1716  -1.5496  0.2701  -0.002
C  -0.6274  -3.2793  0.2915  0.007
C  0.5335  -2.7426  -0.6002  0.002
O  1.4888  -3.4201  -0.8376  0.026
O  0.3047  -1.5589  -1.0942  0.103
H  -0.6228  -3.3876  2.4921  0.003
H  -2.2269  -1.1228  2.3133  0.006
H  -2.9955  -3.7587  2.5211  -0.001
H  -4.1619  -2.5896  1.8986  0.001
H  -2.8717  -4.7329  0.3354  -0.001
H  -4.0357  -3.5339  -0.2320  0.001
H  -1.9984  -2.7873  -1.4018  0.005
H  -0.5006  -4.3621  0.3385  0.003
C  2.6859  5.8174  0.0243  0.000
C  2.3514  4.7552  -0.9558  0.008
C  3.1093  4.5122  -2.1098  -0.019
C  2.6960  3.4689  -2.9235  0.005
N  1.6416  2.7274  -2.6288  -0.012
C  0.9909  3.0094  -1.5203  0.025
S  -0.4202  2.0157  -1.1293  -0.107
N  1.2983  3.9876  -0.7035  -0.011
H  3.3963  6.5294  -0.3855  0.000
H  3.1238  5.3518  0.9079  0.000
H  1.7845  6.3268  0.3521  0.000
H  3.9756  5.1070  -2.3423  -0.001
H  3.2160  3.2065  -3.8373  0.000



[8]
Formula: C13H13N3O4S
Source: the Open Molecules 2025 dataset
Level of theory: ωB97M-V/def2-TZVPD

The energy above the lowest of the compared OMol25 structures with the same formula, charge and spin comes out at 201.1 kJ/mol. The value obtained for the HOMO energy is -7.934 eV. The molecular weight comes out at 307.33 u. Its structure (SMILES) is COC(=O)c1sccc1-c1ccc(/C(C)=N/NC(N)=O)o1. The strongest force on any atom comes out at 0.0845 Eh/bohr.

Each line ends with the Löwdin charge.
Element x y z (Å)
C  -4.6689  -2.5427  1.7720  -0.030
O  -3.4386  -2.8698  1.0967  -0.039
C  -3.0629  -2.0813  0.0111  -0.471
O  -3.5426  -0.9639  -0.1993  0.109
C  -2.1448  -2.6208  -0.9966  -0.332
S  -2.8329  -3.6774  -2.2967  1.037
C  -1.3576  -3.6989  -3.1726  -0.410
C  -0.3703  -2.8734  -2.5841  -0.087
C  -0.8801  -2.2125  -1.3943  -0.176
C  -0.2169  -1.0874  -0.6806  -0.249
C  -0.2529  -1.1146  0.6902  0.036
C  0.4565  0.1375  0.9749  -0.004
C  0.8407  0.7521  -0.1805  -0.224
C  1.4686  2.0854  -0.2845  -0.172
C  1.3331  3.0024  -1.4526  -0.020
N  2.1760  2.3639  0.8532  0.078
N  2.8604  3.4977  1.0378  0.032
C  4.0614  3.6385  1.6767  -0.630
N  4.4184  2.7246  2.5749  0.152
O  4.7008  4.6952  1.6002  0.021
O  0.4914  -0.0890  -1.1684  0.120
H  -5.3433  -1.9041  1.2675  0.081
H  -5.2086  -3.4151  2.0071  0.082
H  -4.4103  -1.9988  2.6128  0.072
H  -1.1259  -4.1928  -4.0960  0.063
H  0.5305  -2.8722  -3.1619  0.100
H  -0.6822  -1.8476  1.4192  0.142
H  0.6272  0.5861  1.9658  0.112
H  1.7890  2.5738  -2.3373  0.091
H  1.7198  4.0032  -1.3990  0.064
H  0.3637  3.2255  -1.8452  0.080
H  2.6570  4.2572  0.4021  0.134
H  5.4072  2.4443  2.5240  0.129
H  3.6370  2.0748  2.7631  0.107